{"formula": "C41H49F17NO29", "method": "the ωB97M-V functional and the def2-TZVPD basis", "total_charge": 1, "symbols": ["C", "C", "C", "C", "N", "C", "C", "O", "C", "C", "C", "O", "C", "C", "F", "F", "C", "F", "F", "C", "F", "F", "C", "F", "F", "H", "H", "H", "H", "H", "H", "H", "H", "H", "H", "H", "H", "H", "H", "H", "H", "H", "H", "H", "H", "H", "H", "C", "C", "O", "C", "O", "O", "F", "H", "H", "H", "C", "C", "O", "C", "O", "O", "F", "H", "H", "H", "C", "C", "O", "C", "O", "O", "F", "H", "H", "H", "C", "C", "O", "C", "O", "O", "F", "H", "H", "H", "C", "C", "O", "C", "O", "O", "F", "H", "H", "H", "C", "C", "O", "C", "O", "O", "F", "H", "H", "H", "C", "C", "O", "C", "O", "O", "F", "H", "H", "H", "C", "C", "O", "C", "O", "O", "F", "H", "H", "H", "C", "C", "O", "C", "O", "O", "F", "H", "H", "H"], "positions_angstrom": [[1.4321, 1.8843, -0.4857], [0.5688, 3.1898, -0.1878], [-0.1291, 3.8267, -1.4803], [-1.0474, 2.8058, -2.2889], [-0.4883, 2.5601, -3.6821], [-1.2801, 1.4678, -4.3313], [-2.7992, 2.0139, -4.3987], [-3.2720, 2.0974, -3.0434], [-2.6063, 3.1386, -2.2909], [-2.9882, 4.6255, -2.7243], [-4.3735, 5.0106, -1.9740], [-5.2972, 3.9109, -1.9296], [-5.6092, 3.5246, -0.5887], [-6.5048, 2.1933, -0.6699], [-7.6468, 2.3752, 0.1424], [-6.9170, 2.0307, -2.0102], [-5.7391, 0.8943, -0.1506], [-6.0387, 0.7571, 1.2248], [-4.3455, 0.9790, -0.2767], [-6.2084, -0.4643, -0.8315], [-7.6165, -0.5303, -0.8513], [-5.7936, -1.5521, -0.0393], [-5.5903, -0.7072, -2.2968], [-6.6756, -0.9374, -3.1784], [-4.8162, -1.8674, -2.2941], [0.7161, 1.0069, -0.5906], [2.1668, 1.9877, -1.3385], [2.0533, 1.6837, 0.4511], [1.3132, 3.9869, 0.1788], [-0.1713, 3.0559, 0.6720], [-0.6865, 4.7541, -1.1104], [0.7330, 4.1276, -2.1764], [-0.9395, 1.7952, -1.7602], [0.4700, 2.1749, -3.5172], [-0.4013, 3.4224, -4.2361], [-1.3312, 0.5218, -3.6934], [-0.8959, 1.2516, -5.3825], [-3.4692, 1.3246, -5.0135], [-2.7600, 3.0083, -4.9449], [-2.9544, 3.0170, -1.2081], [-3.2001, 4.7616, -3.8286], [-2.2476, 5.4217, -2.4163], [-4.1638, 5.4817, -0.9610], [-4.8670, 5.8151, -2.6238], [-4.6738, 3.3836, 0.0391], [-6.2481, 4.2918, -0.0249], [-4.9965, 0.2059, -2.6356], [-9.7459, -2.6360, -3.4490], [-10.7236, -1.5192, -3.6428], [-11.3410, -1.8443, -4.8718], [-11.2921, -3.2044, -4.9586], [-11.9432, -3.8511, -5.7172], [-10.4100, -3.7326, -4.0642], [-10.0864, -0.3300, -3.7792], [-8.7949, -2.4563, -3.9572], [-9.5477, -2.8386, -2.3960], [-11.4823, -1.4436, -2.8589], [-4.6899, -2.8383, 2.6624], [-3.6025, -3.8624, 2.5822], [-3.8070, -4.6400, 3.7442], [-5.1449, -4.5679, 4.0014], [-5.7249, -5.3050, 4.7364], [-5.7353, -3.5553, 3.3092], [-2.3808, -3.2830, 2.6606], [-4.4110, -1.9746, 3.2725], [-5.0026, -2.4863, 1.6800], [-3.6510, -4.5033, 1.6975], [-2.1353, -6.9731, 6.0672], [-1.7329, -8.0803, 5.1448], [-0.3818, -7.7772, 4.8519], [0.0919, -7.1189, 5.9464], [1.2520, -6.9472, 6.1746], [-0.9179, -6.6903, 6.7515], [-2.4449, -8.0404, 3.9936], [-2.4681, -6.0791, 5.5338], [-2.9168, -7.2754, 6.7645], [-1.7980, -9.0794, 5.5844], [4.7208, -1.3025, -2.6251], [5.4016, -0.1148, -3.2271], [4.4265, 0.3922, -4.1238], [3.2279, 0.0529, -3.5853], [2.1820, 0.5375, -3.9136], [3.3553, -0.8960, -2.6241], [6.4940, -0.4868, -3.9395], [4.8309, -2.2048, -3.2325], [5.0694, -1.5156, -1.6145], [5.6777, 0.6616, -2.5076], [0.0051, -2.0364, 5.0039], [1.2143, -1.2099, 5.2978], [0.9787, -0.0246, 4.5615], [-0.3764, 0.1074, 4.5047], [-0.9400, 1.1148, 4.1997], [-1.0087, -1.0492, 4.8442], [2.3338, -1.8018, 4.8204], [0.1016, -2.6103, 4.0778], [-0.2380, -2.7211, 5.8171], [1.3471, -0.9658, 6.3556], [5.0654, 5.7377, 1.7856], [4.1322, 6.8932, 1.6028], [3.5136, 6.6103, 0.3605], [3.5139, 5.2551, 0.2526], [2.8419, 4.6424, -0.5269], [4.3632, 4.6785, 1.1424], [4.8124, 8.0572, 1.4924], [6.0269, 5.8904, 1.2887], [5.2459, 5.5091, 2.8360], [3.3693, 6.9837, 2.3808], [7.9440, 4.2821, -3.4858], [9.0025, 3.2293, -3.5779], [8.7704, 2.4391, -2.4240], [7.4354, 2.5474, -2.1725], [6.8215, 1.8153, -1.4460], [6.8777, 3.5833, -2.8507], [10.2371, 3.7718, -3.4884], [8.2452, 5.1287, -2.8635], [7.6415, 4.6559, -4.4640], [8.9383, 2.6020, -4.4711], [2.7790, -6.9306, 3.0059], [3.9894, -6.1028, 3.3010], [3.7532, -4.9170, 2.5662], [2.4001, -4.7852, 2.5098], [1.8382, -3.7760, 2.2073], [1.7667, -5.9418, 2.8476], [5.1123, -6.6916, 2.8225], [2.8763, -7.5026, 2.0791], [2.5358, -7.6162, 3.8179], [4.1218, -5.8599, 4.3587], [10.0210, 0.6574, 0.1433], [8.8063, 0.2799, 0.9214], [9.2362, 0.3705, 2.2645], [10.2137, 1.3223, 2.2684], [10.6227, 1.8588, 3.2500], [10.6566, 1.5921, 1.0066], [8.4463, -1.0038, 0.6703], [10.6915, -0.1884, -0.0319], [9.7715, 1.1114, -0.8154], [7.9507, 0.9423, 0.7643]]}

{"formula": "C2H6NO2", "method": "the ωB97M-V functional and the def2-TZVPD basis", "total_charge": -1, "relative_energy_kcal_mol": 54.3, "symbols": ["C", "O", "H", "H", "H", "C", "N", "O", "H", "H", "H"], "positions_angstrom": [[-1.5425, -0.1680, -0.6053], [-1.0405, 1.1864, -0.9358], [-0.6739, -0.7864, -0.9348], [-2.2093, -0.3277, -1.4457], [-1.9298, -0.3028, 0.3760], [1.6251, -0.3231, 0.3223], [1.0733, 0.6350, 1.0011], [1.9203, -0.5836, -0.8457], [1.8783, -1.1324, 1.1572], [-0.5156, 1.2823, -0.0369], [1.4146, 0.5203, 1.9476]]}

Kohn-Sham gap for every record listed, in sequence, given in Eh: 0.3688; 0.2876.
LUMO level for every record listed, in sequence, given in Ha: -0.087; 0.164.